C23H33N4PPtS as an isolated structure in a non-equilibrium geometry. Source: the Open Molecules 2025 dataset; level of theory: the ωB97M-V functional and the def2-TZVPD basis.

Geometry as XYZ:
```
63
C23H33N4PPtS (the ωB97M-V functional and the def2-TZVPD basis)
Pt 0.192 -0.597 0.785
C 2.427 -0.924 3.049
C 2.564 -2.114 2.125
N 1.268 -2.505 1.572
C 0.387 -3.349 2.393
C -0.378 -2.613 3.495
S -1.133 -1.030 2.963
C -0.290 0.172 4.031
C 0.810 0.959 3.325
N 1.618 0.139 2.399
H 1.952 -1.220 3.981
H 3.424 -0.555 3.295
H 3.208 -1.836 1.289
H 3.043 -2.944 2.653
H 1.456 -3.023 0.721
H -0.341 -3.792 1.714
H 0.946 -4.162 2.869
H -1.201 -3.248 3.819
H 0.240 -2.406 4.366
H -1.050 0.870 4.375
H 0.072 -0.375 4.900
H 0.369 1.758 2.732
H 1.435 1.417 4.099
H 2.238 0.753 1.885
C -2.333 -3.985 -2.883
N -2.155 -2.973 -1.845
C -3.144 -2.353 -1.124
C -2.527 -1.505 -0.260
N -1.170 -1.610 -0.451
C -0.980 -2.497 -1.414
H -3.384 -4.247 -2.954
H -1.761 -4.877 -2.638
H -1.997 -3.607 -3.847
H -4.189 -2.562 -1.269
H -2.956 -0.840 0.467
H -0.028 -2.809 -1.809
C 1.322 0.143 -2.213
P 0.350 1.004 -0.924
C -1.201 1.443 -1.738
C -1.920 2.531 -1.239
C -3.066 2.962 -1.885
C -3.513 2.301 -3.022
C -2.822 1.196 -3.499
C -1.670 0.762 -2.858
C 1.293 2.555 -0.876
C 2.193 2.849 0.142
C 3.055 3.931 0.034
C 3.017 4.730 -1.097
C 2.095 4.466 -2.102
C 1.237 3.384 -1.998
H 1.349 0.744 -3.122
H 0.915 -0.842 -2.434
H 2.339 0.027 -1.838
H -1.564 3.050 -0.357
H -3.608 3.818 -1.506
H -4.400 2.646 -3.536
H -3.173 0.679 -4.383
H -1.133 -0.094 -3.247
H 2.226 2.233 1.029
H 3.756 4.141 0.830
H 3.711 5.553 -1.198
H 2.052 5.098 -2.978
H 0.528 3.179 -2.790
```

The molar mass is 623.7 g mol⁻¹. The calculation puts the HOMO energy at -14.00 eV. The total charge is +2. The calculation puts the energy above the lowest of the compared OMol25 structures with the same formula, charge and spin at 104.9 kJ/mol. The value obtained for the LUMO energy is -6.04 eV. The total energy comes out at -53705.742 eV.

---

A 3-piece molecular cluster, C23H33NO3 overall in a non-equilibrium geometry. Source: the Open Molecules 2025 dataset; level of theory: the ωB97M-V functional and the def2-TZVPD basis.

Geometry as XYZ:
```
60
C23H33NO3 (the ωB97M-V functional and the def2-TZVPD basis)
O 0.607 -2.523 1.248
C 1.794 -2.122 1.394
N 3.029 -1.628 1.402
C 2.843 -0.240 0.819
C 2.136 -0.214 -0.613
C 1.874 1.177 -1.312
C 2.304 2.461 -0.527
C 2.995 2.432 0.904
C 3.290 1.038 1.604
C 3.341 3.840 1.583
O 3.458 4.006 2.853
C 3.504 5.124 0.613
C 2.887 5.130 -0.693
C 2.019 3.881 -1.215
O 1.137 3.998 -2.141
H 1.826 -1.172 -1.157
H 1.388 1.150 -2.347
H 3.804 1.027 2.631
H 4.122 6.023 0.963
H 3.034 6.061 -1.343
C -1.050 2.154 1.609
C -0.390 1.186 2.581
C -1.361 0.158 3.164
C -2.505 0.739 4.000
C -2.074 1.595 5.192
C -1.268 0.823 6.227
H -1.822 2.755 2.099
H -0.307 2.842 1.200
H -1.509 1.616 0.775
H 0.102 1.747 3.382
H 0.405 0.650 2.050
H -0.793 -0.556 3.770
H -1.795 -0.425 2.343
H -3.122 -0.091 4.364
H -3.159 1.338 3.356
H -2.973 1.993 5.676
H -1.500 2.464 4.852
H -1.841 -0.024 6.614
H -1.016 1.473 7.070
H -0.331 0.445 5.810
C -0.262 -2.724 -6.281
C -0.121 -3.693 -5.115
C -1.464 -4.144 -4.537
C -2.327 -3.028 -3.940
C -1.667 -2.220 -2.821
C -1.318 -3.057 -1.599
H -0.754 -1.796 -5.977
H 0.723 -2.463 -6.674
H -0.842 -3.173 -7.092
H 0.500 -3.242 -4.335
H 0.421 -4.579 -5.464
H -1.279 -4.909 -3.776
H -2.041 -4.641 -5.326
H -3.251 -3.475 -3.556
H -2.634 -2.340 -4.735
H -2.357 -1.426 -2.514
H -0.767 -1.716 -3.192
H -2.211 -3.534 -1.185
H -0.881 -2.425 -0.821
H -0.590 -3.837 -1.837
```

The molar mass is 371.5 g mol⁻¹. The calculation puts the HOMO energy at -9.41 eV. The calculation puts the energy above the lowest of the compared OMol25 structures with the same formula, charge and spin at 1064.8 kJ/mol. The value obtained for the LUMO energy is -1.82 eV. The total energy comes out at -32011.556 eV.

---

C23H33NOP2SiW as an isolated structure in a non-equilibrium geometry. Source: the Open Molecules 2025 dataset; level of theory: the ωB97M-V functional and the def2-TZVPD basis.

Geometry as XYZ:
```
62
C23H33NOP2SiW (the ωB97M-V functional and the def2-TZVPD basis)
C -1.673 -4.054 0.974
C -1.042 -3.009 0.294
C -1.774 -1.835 0.040
C -3.066 -1.619 0.596
C -3.643 -2.686 1.326
C -2.960 -3.885 1.491
C -3.659 -0.360 0.343
C -3.365 0.253 -0.910
C -2.085 -0.021 -1.464
C -1.633 0.591 -2.643
C -2.508 1.454 -3.316
C -3.764 1.743 -2.785
C -4.198 1.165 -1.598
H -1.124 -4.985 1.134
H -4.644 -2.547 1.739
H -3.419 -4.707 2.037
H -4.631 -0.152 0.783
H -2.169 1.920 -4.245
H -4.410 2.441 -3.313
H -5.177 1.399 -1.173
N -1.190 -0.761 -0.653
W 0.363 0.226 0.184
C 0.423 -3.054 -0.088
H 0.580 -2.890 -1.164
H 0.863 -4.020 0.200
C -0.183 0.401 -3.064
H 0.082 -0.662 -3.182
H 0.013 0.955 -3.993
P 1.391 -1.756 0.835
P 0.981 1.128 -1.815
C 0.655 2.899 -2.027
H 1.198 3.488 -1.283
H 0.982 3.160 -3.046
H -0.417 3.101 -1.903
C 2.640 0.827 -2.450
H 2.687 1.284 -3.450
H 3.386 1.279 -1.782
H 2.824 -0.256 -2.513
C 1.090 -2.242 2.572
H 1.547 -3.225 2.752
H 1.534 -1.502 3.251
H 0.012 -2.305 2.771
C 3.127 -2.170 0.512
H 3.764 -1.758 1.306
H 3.227 -3.266 0.492
H 3.440 -1.755 -0.457
C -1.455 1.356 0.933
O -1.458 2.599 0.822
H -2.501 0.877 1.237
C 3.748 1.186 1.265
Si 1.885 1.586 1.487
C 1.561 1.449 3.365
C 1.814 3.474 1.184
H 4.044 0.303 1.846
H 4.337 2.041 1.629
H 4.037 1.013 0.222
H 2.168 2.204 3.886
H 0.507 1.646 3.606
H 1.820 0.463 3.773
H 2.265 3.981 2.052
H 2.374 3.778 0.291
H 0.772 3.813 1.089
```

Its expectation value of S² is 2.217. The molar mass is 613.4 g mol⁻¹. The calculation puts the HOMO energy (spin up / spin down) at -13.84 / -13.87 eV. The total charge is +2. The value obtained for the LUMO energy (spin up / spin down) is -8.19 / -8.13 eV. The total energy comes out at -56187.496 eV. Its spin multiplicity is 3.

---

An isolated ion of composition C23H33O3Si and charge +1 in a non-equilibrium geometry. Source: the Open Molecules 2025 dataset; level of theory: the ωB97M-V functional and the def2-TZVPD basis.

Geometry as XYZ:
```
60
C23H33O3Si (the ωB97M-V functional and the def2-TZVPD basis)
C 2.448 -0.441 0.965
C 1.895 -1.819 1.263
C 2.794 -2.909 0.705
C 0.484 -1.763 0.702
C -0.538 -0.743 1.204
O 0.148 -2.757 -0.056
Si -0.803 -4.091 -0.597
C -2.574 -3.545 -0.505
C -0.261 -4.368 -2.368
C -0.434 -5.563 0.496
H 1.895 0.332 1.509
H 3.500 -0.357 1.244
H 2.371 -0.235 -0.113
H 1.756 -1.979 2.348
H 2.476 -3.908 1.003
H 2.861 -2.874 -0.383
H 3.810 -2.773 1.085
H -1.471 -1.341 1.272
H -0.164 -0.496 2.208
H -3.196 -4.388 -0.851
H -2.860 -3.298 0.529
H -2.763 -2.680 -1.159
H -0.859 -5.183 -2.821
H -0.409 -3.449 -2.963
H 0.805 -4.650 -2.405
H -0.903 -6.468 0.073
H 0.649 -5.740 0.578
H -0.850 -5.402 1.503
C -0.952 6.516 3.778
O -1.328 5.153 4.095
C -1.317 4.176 3.149
C -1.571 2.855 3.591
C -1.513 1.793 2.709
C -1.116 1.934 1.373
C -1.014 0.596 0.511
C -0.421 0.809 -0.866
C -0.810 -0.102 -1.844
C -0.222 -0.084 -3.079
C 0.671 0.962 -3.406
O 1.117 0.995 -4.685
C 1.894 2.111 -5.167
C 1.080 1.893 -2.416
C 0.552 1.769 -1.137
C -1.001 3.266 0.919
C -1.011 4.373 1.786
H -1.066 7.044 4.730
H 0.095 6.569 3.437
H -1.623 6.949 3.017
H -1.780 2.709 4.642
H -1.763 0.807 3.080
H -2.095 0.442 0.315
H -1.544 -0.863 -1.600
H -0.436 -0.836 -3.821
H 2.032 1.866 -6.218
H 1.344 3.054 -5.051
H 2.863 2.164 -4.654
H 1.814 2.681 -2.613
H 0.913 2.412 -0.331
H -0.840 3.498 -0.130
H -0.760 5.374 1.425
```

The molar mass is 385.6 g mol⁻¹. The calculation puts the HOMO energy at -10.60 eV. The total charge is +1. The calculation puts the energy above the lowest of the compared OMol25 structures with the same formula, charge and spin at 27.7 kJ/mol. The value obtained for the LUMO energy is -4.27 eV. The total energy comes out at -38400.361 eV.

---

C23H34B3Cl16O6P as an isolated structure in a non-equilibrium geometry. Source: the Open Molecules 2025 dataset; level of theory: the ωB97M-V functional and the def2-TZVPD basis.

Geometry as XYZ:
```
83
C23H34B3Cl16O6P (the ωB97M-V functional and the def2-TZVPD basis)
C 11.949 2.266 -0.003
P 11.118 0.850 0.843
O 10.479 1.465 2.245
B 9.667 0.366 -0.273
O 9.884 0.254 -1.650
B 9.565 -1.014 -2.123
O 8.736 -1.757 -1.303
B 7.841 -0.861 -0.700
C 6.325 -0.848 -1.095
C 5.533 -1.771 -0.167
O 4.166 -1.809 -0.585
C 3.328 -1.008 0.217
C 2.021 -0.767 -0.496
O 1.056 -1.786 -0.182
C -0.194 -1.273 0.076
C -1.119 -1.094 -0.948
C -2.400 -0.609 -0.697
C -2.807 -0.284 0.598
C -4.208 0.266 0.948
C -4.629 -0.421 2.275
C -4.026 1.782 1.152
C -5.246 -0.145 -0.124
C -6.540 0.686 -0.291
C -7.513 -0.233 -1.059
C -6.360 1.924 -1.185
C -7.259 1.076 0.997
C -1.845 -0.440 1.612
C -0.567 -0.924 1.370
O 8.417 0.019 0.210
H 11.911 2.113 -1.078
H 12.987 2.265 0.307
H 11.463 3.190 0.297
H 11.222 1.692 2.813
H 9.933 -1.410 -3.175
H 6.232 -1.271 -2.095
H 5.904 0.155 -1.121
H 5.920 -2.784 -0.248
H 5.557 -1.424 0.865
H 3.777 -0.027 0.414
H 3.148 -1.474 1.189
H 1.618 0.189 -0.163
H 2.182 -0.707 -1.572
H -0.802 -1.351 -1.950
H -3.059 -0.493 -1.541
H -4.143 -1.393 2.349
H -5.695 -0.606 2.320
H -4.292 0.155 3.135
H -2.999 1.945 1.478
H -4.649 2.191 1.942
H -4.118 2.348 0.231
H -4.818 -0.234 -1.117
H -5.565 -1.154 0.144
H -8.483 0.239 -1.176
H -7.089 -0.541 -2.013
H -7.662 -1.133 -0.460
H -5.779 1.699 -2.076
H -5.999 2.794 -0.644
H -7.360 2.186 -1.531
H -7.506 0.208 1.602
H -8.222 1.506 0.711
H -6.752 1.835 1.584
H -2.118 -0.190 2.627
H 0.110 -1.042 2.203
C -9.540 2.682 -4.328
Cl -10.283 1.808 -2.986
Cl -9.719 4.420 -4.064
Cl -7.822 2.282 -4.425
Cl -10.337 2.229 -5.837
C -6.584 5.746 1.537
Cl -7.238 4.829 2.898
Cl -6.790 7.474 1.836
Cl -4.865 5.383 1.345
Cl -7.429 5.294 0.056
C 11.950 -4.151 -0.369
Cl 11.064 -4.895 0.964
Cl 12.047 -2.404 -0.103
Cl 13.582 -4.826 -0.443
Cl 11.110 -4.476 -1.889
C -3.872 -4.956 2.377
Cl -2.637 -6.157 2.768
Cl -3.106 -3.504 1.734
Cl -4.983 -5.622 1.174
Cl -4.774 -4.541 3.842
```

The molar mass is 1037.2 g mol⁻¹. The calculation puts the HOMO energy at -8.47 eV. The calculation puts the energy above the lowest of the compared OMol25 structures with the same formula, charge and spin at 0.0 kJ/mol. The value obtained for the LUMO energy is 0.18 eV. The total energy comes out at -248369.307 eV.

---

C23H34BIN13SV as an isolated structure in a non-equilibrium geometry. Source: the Open Molecules 2025 dataset; level of theory: the ωB97M-V functional and the def2-TZVPD basis.

Geometry as XYZ:
```
74
C23H34BIN13SV (the ωB97M-V functional and the def2-TZVPD basis)
V 0.295 -0.064 0.043
C 2.219 -0.759 4.336
C 2.192 0.064 3.053
C 2.892 1.407 3.247
C 2.789 -0.690 1.903
C 4.015 -1.367 1.829
C 4.058 -1.870 0.545
N 2.935 -1.515 -0.091
N 2.156 -0.784 0.738
B 2.455 -1.826 -1.514
N 1.101 -2.564 -1.442
C 0.752 -3.803 -1.795
C -0.557 -4.016 -1.405
C -0.951 -2.814 -0.801
N 0.063 -1.952 -0.842
C -2.287 -2.477 -0.189
C -1.174 -2.212 2.117
C -3.127 -3.752 -0.060
N 2.252 -0.519 -2.295
C 2.845 -0.128 -3.427
C 2.408 1.142 -3.736
C 1.523 1.470 -2.700
N 1.433 0.457 -1.836
C 0.792 2.769 -2.523
C 0.142 3.222 -3.828
C 1.737 3.841 -1.981
H 1.683 -0.232 5.125
H 3.243 -0.928 4.678
H 1.747 -1.732 4.193
H 1.148 0.273 2.802
H 3.937 1.264 3.535
H 2.388 1.981 4.025
H 2.867 1.998 2.331
H 4.751 -1.479 2.603
H 4.800 -2.466 0.042
H 3.263 -2.516 -2.077
H 1.455 -4.449 -2.291
H -1.138 -4.910 -1.530
H -2.813 -1.788 -0.860
H -0.417 -2.925 1.812
H -1.421 -2.184 3.171
H -1.400 -0.186 2.132
H -2.630 -4.470 0.596
H -3.273 -4.218 -1.034
H -4.109 -3.523 0.346
H 3.530 -0.787 -3.930
H 2.686 1.748 -4.578
H 0.015 2.617 -1.774
H 0.894 3.463 -4.582
H -0.457 4.119 -3.662
H -0.506 2.450 -4.245
H 2.542 4.036 -2.694
H 2.176 3.526 -1.036
H 1.199 4.773 -1.805
C -4.899 2.044 -0.506
C -3.680 2.362 0.268
N -3.608 3.080 1.349
N -2.292 3.107 1.727
C -1.570 2.419 0.863
S 0.149 2.192 0.890
N -2.425 1.935 -0.083
N -2.143 1.015 -1.105
H -5.675 2.755 -0.236
H -5.235 1.023 -0.287
H -4.715 2.120 -1.580
H -1.876 2.885 3.015
H -2.363 1.447 -2.003
H -1.118 0.916 -1.156
I -1.142 2.278 4.553
N -5.380 -1.053 0.275
C -4.436 -1.199 0.950
N -3.433 -1.355 1.761
C -2.239 -1.805 1.189
N -1.038 -0.880 1.478
```

Its expectation value of S² is 0.756. The molar mass is 713.3 g mol⁻¹. The calculation puts the HOMO energy (spin up / spin down) at -4.45 / -4.10 eV. The total charge is -1. The calculation puts the energy above the lowest of the compared OMol25 structures with the same formula, charge and spin at 85.6 kJ/mol. The value obtained for the LUMO energy (spin up / spin down) is 2.23 / 2.23 eV. The total energy comes out at -89078.657 eV. Its spin multiplicity is 2.

---

C23H34BrF5N2O5P2S as an isolated structure in a non-equilibrium geometry. Source: the Open Molecules 2025 dataset; level of theory: the ωB97M-V functional and the def2-TZVPD basis.

Geometry as XYZ:
```
73
C23H34BrF5N2O5P2S (the ωB97M-V functional and the def2-TZVPD basis)
C -0.009 2.838 -5.632
C 0.133 3.033 -4.086
C -0.229 4.320 -3.504
C -0.106 4.479 -2.061
C 0.377 3.394 -1.220
C 0.763 2.080 -1.778
C 1.312 1.022 -0.778
C 0.776 -0.469 -0.957
P 1.958 -1.045 -2.362
N 1.228 -1.810 -3.539
O -0.549 -0.212 -1.522
C -1.669 -0.480 -0.648
C -2.163 0.886 -0.056
C -1.503 1.415 1.261
O -1.540 2.890 1.168
C -0.772 3.338 2.246
O -0.403 4.472 2.317
S -2.981 -0.799 -2.000
C -4.308 -1.937 -1.488
O -2.358 -1.163 -3.288
O -3.696 0.460 -2.331
C -1.077 -1.653 0.214
Br -1.121 -3.176 -1.168
C -1.837 -2.394 1.384
F -2.738 -3.312 0.827
F -1.052 -3.219 2.178
C -2.740 -1.582 2.380
F -3.388 -2.552 3.139
F -2.044 -0.874 3.327
F -3.755 -0.880 1.817
C 0.538 -1.444 0.264
C 0.979 -1.065 1.741
C 2.309 -0.265 1.956
C 2.833 -0.552 3.444
C 1.746 -0.210 4.539
C 3.506 -1.959 3.627
P 1.458 -3.139 0.081
N 2.935 -3.077 0.698
C 0.628 1.957 -3.221
H 0.905 3.146 -6.194
H -0.889 3.405 -6.026
H -0.235 1.749 -5.818
H -0.578 5.166 -4.133
H -0.350 5.458 -1.596
H 0.485 3.580 -0.130
H 2.431 0.975 -0.964
H 1.216 1.459 0.245
H 3.011 -1.823 -1.795
H 2.573 0.117 -2.947
H 0.230 -1.896 -3.324
H -3.274 0.899 0.128
H -1.983 1.669 -0.847
H -0.439 1.150 1.437
H -2.193 1.180 2.115
H -0.506 2.617 3.078
H -5.265 -1.654 -2.001
H -4.075 -2.987 -1.826
H -4.500 -1.979 -0.389
H 0.181 -0.564 2.353
H 1.139 -2.048 2.275
H 2.189 0.860 1.948
H 3.110 -0.478 1.195
H 3.652 0.213 3.595
H 1.430 0.857 4.329
H 2.157 -0.219 5.577
H 0.807 -0.819 4.428
H 2.705 -2.741 3.639
H 4.009 -1.956 4.636
H 4.252 -2.186 2.825
H 1.658 -3.526 -1.266
H 0.787 -4.187 0.762
H 3.019 -3.763 1.452
H 0.903 1.008 -3.730
```

The molar mass is 687.4 g mol⁻¹. The calculation puts the HOMO energy at -8.57 eV. The value obtained for the LUMO energy is -1.14 eV. The total energy comes out at -150654.463 eV.